(1)
C3H4N2O in the gas phase. Source: OMol25; level of theory: ωB97M-V/def2-TZVPD.

## Properties
* F_max: 1.08 eV/A
* energy relative to the best compared isomer or geometry (same formula, charge and spin): 21.4 kcal/mol
* energy: -8202.9560 eV
* SMILES: N#CCNC=O

The geometry in ORCA input format:
```
! wB97M-V def2-TZVPD RIJCOSX def2/J DEFGRID3
* xyz 0 1
O -0.364 -1.824 0.518
N -2.674 0.338 -0.060
N 0.825 -0.051 -0.272
C 0.639 -1.372 0.018
C -0.135 0.969 0.095
C -1.537 0.539 -0.012
H 1.745 0.241 -0.559
H 1.505 -1.994 -0.275
H 0.011 1.325 1.121
H -0.014 1.828 -0.572
*
```



(2)
3 unconnected molecules or ions with the total composition C3H6N2O2. Source: OMol25; level of theory: ωB97M-V/def2-TZVPD.

## Properties
* F_max: 4.91 eV/A
* energy relative to the best compared isomer or geometry (same formula, charge and spin): 164.1 kcal/mol
* energy: -10277.6831 eV

The geometry in ORCA input format:
```
! wB97M-V def2-TZVPD RIJCOSX def2/J DEFGRID3
* xyz 0 1
O -0.825 0.456 0.854
O -2.875 1.020 0.294
N -1.434 -1.087 -0.896
N 1.186 -1.502 0.745
C -1.227 -0.174 -0.115
C 1.718 0.753 -0.276
C 0.998 -0.370 0.360
H -3.294 0.715 1.110
H -2.038 -1.015 -1.708
H 2.754 0.477 -0.494
H 1.212 1.059 -1.191
H 1.724 1.594 0.418
H 2.099 -1.927 0.899
*
```



(3)
A molecular structure, C12H20Br2CoN4. Source: OMol25; level of theory: ωB97M-V/def2-TZVPD.

## Properties
* F_max: 0.97 eV/A
* energy relative to the best compared isomer or geometry (same formula, charge and spin): 22.7 kcal/mol
* energy: -196412.8219 eV

The geometry in ORCA input format:
```
! wB97M-V def2-TZVPD RIJCOSX def2/J DEFGRID3
* xyz 3 1
Br 2.113 3.777 -0.895
Br 3.578 0.926 -0.831
Co 0.584 0.405 -0.451
N 0.504 0.353 1.409
N 1.545 -1.349 -0.357
N -0.756 1.863 -0.371
N -0.861 -0.649 -0.801
C 1.899 -1.551 1.086
C 3.795 2.855 -0.972
C 0.741 -1.040 1.904
C -2.090 -0.085 -0.907
C -2.062 1.406 -0.932
C -1.811 -2.812 -1.064
C -0.717 -1.994 -0.909
C -0.742 1.024 1.895
C -3.215 -0.860 -1.061
C -3.079 -2.243 -1.127
C -0.839 2.277 1.066
C 0.700 -2.446 -0.918
H 4.403 3.180 -0.136
H 0.013 2.929 1.268
H -0.655 1.260 2.958
H -2.893 1.858 -0.389
H 1.015 -2.632 -1.948
H -0.185 -1.601 1.784
H -3.953 -2.872 -1.241
H 2.791 -0.960 1.292
H 4.250 3.057 -1.934
H -1.673 -3.883 -1.148
H -1.744 2.851 1.267
H 0.856 -3.374 -0.365
H -0.455 2.672 -0.915
H 2.143 -2.593 1.297
H -2.133 1.751 -1.967
H -1.571 0.328 1.774
H -4.186 -0.388 -1.144
H 2.406 -1.340 -0.897
H 0.989 -1.027 2.968
H 1.299 0.930 1.711
*
```



(4)
2 unconnected molecules or ions with the total composition C4H8O3. Source: OMol25; level of theory: ωB97M-V/def2-TZVPD.

## Properties
* F_max: 6.41 eV/A
* energy relative to the best compared isomer or geometry (same formula, charge and spin): 68.7 kcal/mol
* energy: -10418.0223 eV
* SMILES: O=CCCC=O.O

The geometry in ORCA input format:
```
! wB97M-V def2-TZVPD RIJCOSX def2/J DEFGRID3
* xyz 0 1
O 1.691 0.216 -0.445
O -3.990 0.949 -0.996
O 5.163 -2.610 1.865
C -3.111 0.299 -0.435
C -1.796 0.799 0.063
C 0.697 0.892 -0.466
C -0.652 0.443 -0.937
H 4.281 -2.548 2.147
H -3.108 -0.737 -0.146
H -1.837 1.819 0.399
H -1.507 0.193 1.004
H -1.054 1.036 -1.930
H 5.406 -2.226 1.015
H 0.701 1.981 0.004
H -0.885 -0.507 -1.140
*
```